Record 1
Entry from the Open Molecules 2025 dataset: an isolated molecule of C3H6BrNO4 in a non-equilibrium geometry (wB97M-V/def2-TZVPD).

The value obtained for the energy above the lowest of the compared OMol25 structures with the same formula, charge and spin is 200.0 kJ/mol. The value obtained for the LUMO energy (spin up / spin down) is 0.39 / -2.37 eV. As for the HOMO energy (spin up / spin down): -7.7 / -10.7 eV. The HOMO-LUMO gap (spin up / spin down) comes out at 8.10 / 8.35 eV. As for the spin multiplicity: 3.

Positions of all 15 atoms, in Å:
Br: -1.174342 0.110076 1.642338
O: -0.568739 -1.723920 1.892420
O: 0.531248 1.897492 0.509029
O: -2.689091 -1.173472 -0.465758
O: -1.443522 -0.610274 -2.159399
N: -1.732058 -0.681919 -1.010326
C: -0.710099 -0.094994 -0.113649
C: 1.757144 0.082038 -0.132489
C: 0.425687 0.737602 -0.403515
H: -0.019610 2.634908 0.338300
H: 1.983754 -0.059762 0.915074
H: -1.342507 -2.125046 1.587537
H: 1.875793 -0.859366 -0.566024
H: 2.618331 0.649736 -0.621287
H: 0.488013 1.216902 -1.412253

Atoms 1-2, force components in eV/Å:
Br -2.03 3.35 1.19
O 3.07 -2.25 0.84

Record 2
Entry from the Open Molecules 2025 dataset: an isolated molecule of C6H3NO in a non-equilibrium geometry (wB97M-V/def2-TZVPD).

The value obtained for the energy above the lowest of the compared OMol25 structures with the same formula, charge and spin is 329.6 kJ/mol. The value obtained for the LUMO energy is -0.34 eV. As for the HOMO energy: -10.2 eV. The HOMO-LUMO gap comes out at 9.83 eV. The SMILES is N#CC#CC#CCO.

Positions of all 11 atoms, in Å:
O: -1.332738 -0.243380 3.261473
N: 2.944266 -0.913928 -3.319009
C: 2.086825 -0.500457 -2.673353
C: -0.674998 0.463674 0.004837
C: -2.114106 0.677718 2.306490
C: 1.196487 -0.239363 -1.617332
C: -1.393197 0.577570 0.979342
C: 0.270158 -0.016777 -0.896701
H: -3.141020 0.404958 2.206438
H: -0.897536 0.527616 3.530408
H: -2.136413 1.637768 2.784732

Atoms 1-2, force components in eV/Å:
O -2.80 0.84 -2.41
N -0.03 0.29 -0.57

Record 3
Entry from the Open Molecules 2025 dataset: a cluster of 6 separate species, C26H51F4O7P in total in a non-equilibrium geometry (wB97M-V/def2-TZVPD).

The value obtained for the LUMO energy is 0.13 eV. As for the HOMO energy: -8.5 eV. The HOMO-LUMO gap comes out at 8.67 eV. The SMILES is CC(=O)OCC[PH](F)(CCC(F)=C(F)F)CCc1ccccc1.CCO.CCO.CCO.CCO.CCO.

Positions of all 89 atoms, in Å:
P: -3.219564 -1.187010 -1.997374
F: -3.105021 0.520085 -1.586311
F: -6.559189 -1.966663 3.438563
F: -3.989056 -1.747482 2.998607
F: -7.142481 0.091448 1.539672
O: -3.511344 -7.375627 -0.671131
O: -3.367245 -5.421083 -2.060786
O: 11.330700 6.301751 3.295934
O: 4.447742 1.426481 5.001479
O: 8.109056 3.350802 4.037875
O: -5.835901 -0.686118 -5.688722
O: -8.343901 -1.365506 -4.295529
C: 0.602538 -1.449642 2.887661
C: -4.693579 -0.010526 0.338464
C: 2.037244 -0.668622 2.704637
C: -9.994641 -2.635129 -3.094244
C: -2.783153 -6.291117 -1.028359
C: -6.454963 1.496672 -4.893636
C: -5.656712 0.705201 -5.908829
C: 1.804460 -0.890585 -0.199448
C: -3.765697 -4.096707 -1.478027
C: -5.390258 -1.410426 2.658615
C: 11.280384 7.543992 2.609911
C: -1.319141 -1.202306 -2.136555
C: -4.274091 -1.435970 -0.431192
C: 2.613086 -0.382952 1.168731
C: 11.494794 7.324938 1.126573
C: -0.542778 -2.309804 -1.220984
C: 8.058740 4.593044 3.351852
C: 6.715371 0.679953 4.717714
C: -1.320939 -6.114127 -0.308647
C: -0.187186 -1.944388 1.537975
C: -3.415175 -2.976230 -2.609322
C: -8.534852 -2.244241 -3.196581
C: 8.273150 4.373990 1.868513
C: -5.737327 -0.464087 1.564823
C: 5.315122 0.703334 4.140647
C: 0.379329 -1.688435 -0.005803
H: -10.157949 -3.316233 -2.254340
H: -3.790780 0.501272 0.877535
H: 8.985756 2.961876 3.876167
H: -1.064933 -1.446217 -3.277183
H: 0.190950 -1.672849 3.971391
H: 12.207399 5.912824 3.134226
H: 10.300876 7.995605 2.792670
H: 7.509313 3.701501 1.464564
H: 4.925615 -0.313932 4.039421
H: 8.826203 5.254170 3.765927
H: 8.232784 5.321876 1.324553
H: -3.667759 -2.041782 0.400061
H: -5.328266 -1.945670 -0.666217
H: -0.889199 -7.191582 -0.029239
H: -6.141134 1.243673 -3.875615
H: -10.327608 -3.123709 -4.015811
H: 2.225781 -0.693984 -1.274551
H: -10.624145 -1.749736 -2.957857
H: 0.220667 -2.872012 -1.946494
H: -6.785080 -0.877603 -5.780419
H: 12.047847 8.205119 3.023986
H: 2.652572 -0.324970 3.641142
H: 7.395608 0.122196 4.067949
H: -8.895109 -0.579117 -4.141330
H: 9.243437 3.901887 1.682881
H: -7.520837 1.257255 -4.967054
H: -3.947186 -0.763525 -3.203051
H: 4.797672 2.330749 5.078057
H: -0.916954 -0.094053 -1.970731
H: -2.418111 -3.290443 -3.182526
H: 11.454428 8.272825 0.582612
H: 7.079232 5.044656 3.534610
H: 12.465081 6.852835 0.940940
H: -1.212515 -3.146225 -0.754359
H: -4.923595 -4.121974 -1.274086
H: 7.100555 1.697395 4.841175
H: -4.268582 -2.996419 -3.412012
H: -5.973550 0.942989 -6.928935
H: -5.329817 0.703472 -0.345133
H: 5.305111 1.176434 3.153924
H: -6.323992 2.571551 -5.046911
H: 6.714877 0.217041 5.709972
H: 10.730957 6.652450 0.722623
H: -0.504541 -5.582368 -0.973013
H: -3.191431 -4.004290 -0.464717
H: 3.651938 0.175376 1.017049
H: -1.222575 -2.517591 1.662450
H: -8.197726 -1.743434 -2.283846
H: -1.457045 -5.555736 0.714969
H: -7.911603 -3.129305 -3.354737
H: -4.590159 0.930827 -5.817453

Atoms 1-2, force components in eV/Å:
P -0.32 0.60 -0.82
F -0.03 -0.65 -0.27

Number 1: DFT total energy -3047.31539 Eh. Number 2: DFT total energy -360.24593 Eh. Number 3: DFT total energy -2288.11360 Eh.